The following is a quantum chemistry calculation of a 3-piece molecular cluster, C22H34N6O3 overall, from the OMol25 dataset.

Output
Lowest unoccupied orbital energy: 0.0273 hartree
HOMO energy: -8.32 eV

Geometry (Å):
1 C 6.108 -0.942 0.569
2 O 4.802 -0.576 0.187
3 C 4.803 0.281 -0.937
4 C 3.383 0.434 -1.495
5 C 2.481 -0.738 -1.163
6 O 1.115 -0.475 -1.549
7 C 0.308 -0.032 -0.566
8 O 0.670 0.752 0.283
9 N -0.987 -0.546 -0.605
10 C -2.021 0.503 -0.646
11 C -3.029 0.338 0.469
12 C -4.392 0.285 0.203
13 C -5.302 0.104 1.241
14 C -4.845 -0.027 2.543
15 C -3.482 0.036 2.816
16 C -2.576 0.214 1.780
17 C -1.232 -1.700 -1.472
18 C -1.083 -3.035 -0.700
19 N 0.011 -3.045 0.258
20 N -0.746 -4.063 -1.677
21 N -2.357 -3.310 -0.001
22 H 6.780 -0.076 0.593
23 H 6.531 -1.682 -0.119
24 H 6.071 -1.363 1.572
25 H 5.174 1.266 -0.630
26 H 5.490 -0.092 -1.706
27 H 3.436 0.567 -2.577
28 H 2.931 1.344 -1.097
29 H 2.533 -0.986 -0.106
30 H 2.767 -1.624 -1.733
31 H -2.545 0.466 -1.604
32 H -1.538 1.477 -0.565
33 H -4.735 0.380 -0.821
34 H -6.360 0.042 1.022
35 H -5.549 -0.181 3.350
36 H -3.124 -0.064 3.834
37 H -1.509 0.259 1.966
38 H -2.272 -1.652 -1.796
39 H -0.602 -1.718 -2.357
40 H 0.891 -2.976 -0.240
41 H -0.067 -2.263 0.897
42 H -1.557 -4.327 -2.224
43 H -0.420 -4.884 -1.178
44 H -2.197 -3.291 1.001
45 H -2.605 -4.274 -0.193
46 C -9.567 2.146 -1.852
47 C -10.048 1.608 -0.627
48 C -9.310 0.487 -0.356
49 N -8.404 0.329 -1.369
50 C -8.553 1.335 -2.284
51 H -9.925 3.028 -2.356
52 H -10.844 1.999 -0.016
53 H -9.351 -0.206 0.466
54 H -7.733 -0.415 -1.433
55 H -7.927 1.389 -3.158
56 C 8.100 2.687 1.975
57 C 9.212 1.890 2.361
58 C 10.345 2.564 1.990
59 N 9.959 3.735 1.397
60 C 8.594 3.819 1.383
61 H 7.057 2.456 2.116
62 H 9.183 0.933 2.854
63 H 11.385 2.313 2.100
64 H 10.583 4.427 1.026
65 H 8.093 4.671 0.957

Atomic forces in eV per Å
C 0.2 0.1 0.1
O 0.0 -0.1 0.0
C -0.1 0.2 -0.1
C 0.0 0.3 0.2
C 0.2 0.0 -0.2
O -0.1 -0.7 0.3
C -0.1 0.2 0.4
O 0.0 -0.1 -0.1
N 0.4 0.5 -1.3
C -0.4 -0.1 0.6
C 0.0 0.0 0.0
C 0.1 0.0 0.1
C 0.1 -0.1 -0.1
C 0.0 0.0 0.1
C 0.1 0.0 -0.2
C -0.2 0.0 0.0
C -0.4 -0.2 0.2
C 0.0 -0.1 -0.1
N 0.0 -0.1 -0.1
N 0.0 0.0 0.1
N 0.2 -0.2 0.1
H 0.0 0.0 0.0
H 0.0 0.0 0.0
H -0.1 -0.1 0.0
H 0.1 0.0 -0.1
H 0.0 -0.2 0.0
H 0.0 0.0 0.0
H -0.1 -0.1 0.1
H -0.1 0.2 0.0
H 0.0 0.0 0.0
H 0.1 0.0 -0.1
H 0.0 0.0 0.1
H 0.0 0.0 0.0
H 0.0 0.1 0.0
H 0.0 0.0 0.0
H 0.0 0.0 0.0
H 0.0 0.0 0.1
H 0.0 0.0 0.0
H 0.2 0.1 0.1
H 0.0 0.1 0.0
H 0.0 0.1 0.0
H 0.0 0.1 -0.1
H -0.1 0.0 0.0
H -0.1 0.2 0.0
H -0.1 0.0 0.0
C 0.0 0.0 0.0
C 0.0 0.0 0.0
C 0.0 0.0 0.0
N 0.0 0.0 0.0
C 0.0 0.0 0.0
H 0.0 0.0 0.0
H 0.0 0.0 0.0
H 0.0 0.0 0.0
H 0.0 0.0 0.0
H 0.0 0.0 0.0
C 0.0 0.0 0.0
C 0.0 0.0 0.0
C 0.0 0.0 0.0
N 0.0 0.0 0.0
C 0.0 0.0 0.0
H 0.0 0.0 0.0
H 0.0 0.0 0.0
H 0.0 0.0 0.0
H 0.0 0.0 0.0
H 0.0 0.0 0.0

The following is a quantum chemistry calculation of C22H34O36S8 as an isolated structure, from the OMol25 dataset.

Output
Total charge: -2
Lowest unoccupied orbital energy: 0.1100 hartree
HOMO energy: -0.91 eV

Geometry (Å):
1 C 1.261 0.141 0.147
2 C 0.937 -1.078 -0.390
3 C -0.436 -1.716 -0.199
4 O -0.755 -2.822 -0.716
5 C -1.448 -0.879 0.296
6 C -1.162 0.435 0.833
7 C 0.273 1.041 0.719
8 O 0.458 2.184 1.095
9 O -2.050 1.185 1.235
10 O 1.938 -1.815 -0.769
11 H 2.269 0.515 0.086
12 H -2.420 -1.339 0.426
13 C -2.979 -5.791 2.478
14 C -3.094 -4.260 2.567
15 O -1.912 -3.805 1.903
16 S -0.688 -4.670 2.456
17 O -0.382 -4.338 3.821
18 O 0.401 -4.775 1.507
19 O -1.570 -6.068 2.568
20 H -3.397 -6.289 1.608
21 H -3.262 -6.228 3.438
22 H -2.948 -4.089 3.637
23 H -4.034 -3.843 2.230
24 C 4.741 3.101 3.357
25 C 4.404 2.970 1.885
26 O 3.580 4.144 1.679
27 S 2.725 4.631 3.000
28 O 1.397 4.131 2.995
29 O 2.983 6.003 3.294
30 O 3.677 3.663 4.000
31 H 5.676 3.676 3.440
32 H 4.995 2.182 3.891
33 H 3.963 2.013 1.619
34 H 5.357 3.072 1.369
35 C 1.799 5.113 -1.377
36 C 0.657 5.854 -2.141
37 O 0.052 6.659 -1.147
38 S 0.517 6.325 0.368
39 O -0.100 5.173 0.953
40 O 0.702 7.499 1.169
41 O 1.939 5.746 -0.127
42 H 2.755 5.099 -1.891
43 H 1.424 4.106 -1.173
44 H 0.015 5.129 -2.640
45 H 0.891 6.562 -2.941
46 C -3.198 -7.200 -3.402
47 C -3.966 -5.961 -4.049
48 O -4.246 -5.153 -2.913
49 S -3.191 -5.442 -1.707
50 O -3.777 -5.093 -0.432
51 O -1.838 -5.099 -2.043
52 O -3.370 -7.027 -2.009
53 H -2.142 -7.066 -3.637
54 H -3.591 -8.194 -3.591
55 H -4.873 -6.291 -4.549
56 H -3.315 -5.394 -4.710
57 C -1.797 3.135 -3.579
58 C -2.306 1.844 -2.977
59 O -2.327 1.967 -1.589
60 S -2.887 3.440 -1.224
61 O -2.307 3.963 -0.009
62 O -4.277 3.590 -1.535
63 O -2.061 4.074 -2.495
64 H -2.338 3.462 -4.465
65 H -0.727 3.226 -3.764
66 H -1.708 0.964 -3.223
67 H -3.303 1.620 -3.367
68 C 4.919 -0.248 -2.279
69 C 4.668 0.511 -0.958
70 O 5.927 1.088 -0.691
71 S 6.643 1.664 -2.008
72 O 8.073 1.481 -1.981
73 O 6.111 2.978 -2.243
74 O 5.905 0.566 -2.941
75 H 4.013 -0.319 -2.878
76 H 5.168 -1.293 -2.090
77 H 4.358 -0.085 -0.107
78 H 3.958 1.316 -1.167
79 C 2.653 -1.679 4.082
80 C 3.282 -0.696 3.152
81 O 3.034 0.595 3.624
82 S 1.835 0.624 4.770
83 O 0.744 1.451 4.338
84 O 2.476 0.972 5.995
85 O 1.549 -0.996 4.737
86 H 3.249 -1.819 4.992
87 H 2.406 -2.613 3.585
88 H 2.801 -0.804 2.171
89 H 4.330 -0.994 3.058
90 C -4.981 -1.997 -1.400
91 C -4.001 -1.055 -2.099
92 O -4.624 0.213 -1.878
93 S -5.589 0.294 -0.581
94 O -6.669 1.200 -0.672
95 O -4.793 0.317 0.615
96 O -6.075 -1.213 -0.898
97 H -4.568 -2.635 -0.622
98 H -5.489 -2.615 -2.143
99 H -3.887 -1.169 -3.176
100 H -3.032 -0.956 -1.597

Atomic forces in eV per Å
C -1.6 2.3 0.7
C 3.4 -2.7 0.9
C -2.0 0.3 -1.9
O 1.0 0.1 0.3
C 1.4 0.7 1.1
C -1.2 -0.1 -0.7
C 0.2 -1.6 -0.6
O 0.4 0.5 0.0
O 0.1 0.0 0.4
O -1.4 0.5 -0.5
H 0.2 0.0 -0.1
H -0.2 0.3 0.1
C 0.5 -0.4 1.1
C 0.8 -1.3 1.1
O 0.4 0.2 -0.2
S 0.9 -0.8 -0.7
O -0.2 0.2 -0.6
O -2.3 0.1 1.5
O 1.2 0.9 -1.1
H 0.0 0.2 0.0
H -1.1 0.0 -0.4
H -0.3 0.7 0.0
H 0.4 0.3 -0.6
C 1.9 -0.9 0.1
C 0.3 0.4 0.8
O -0.4 0.2 0.0
S 1.1 -2.3 0.1
O 1.1 0.4 0.2
O 0.3 -0.4 -0.4
O -2.3 1.7 0.5
H -0.3 0.6 0.1
H -0.4 -0.3 -0.4
H -0.8 0.3 -0.1
H -0.3 0.3 -0.6
C -0.8 -0.6 -0.4
C 0.8 0.0 -0.3
O -1.3 0.6 1.0
S 0.9 -2.5 1.0
O -0.5 1.7 -1.0
O -0.2 -0.2 -1.4
O 0.6 1.5 0.2
H 0.0 0.0 0.1
H 0.3 -0.2 -0.1
H -0.5 0.0 0.7
H 0.8 0.0 0.2
C 0.1 0.9 -0.3
C 1.0 -1.1 0.8
O -0.3 1.5 0.4
S 0.7 -0.4 0.4
O 0.4 -0.6 -2.3
O -1.9 -0.2 0.0
O 0.3 0.0 1.3
H 0.0 -0.5 -0.1
H 0.0 0.1 -0.5
H -0.3 0.4 0.2
H 0.0 -0.2 -0.2
C -0.2 1.2 1.5
C -0.3 -1.6 -1.4
O -0.5 0.7 1.2
S 2.0 0.7 0.6
O -1.3 -1.2 -2.4
O 0.3 -0.5 0.2
O -0.1 0.7 -0.2
H -0.1 -0.1 0.0
H 0.1 -0.4 0.0
H 0.3 0.2 0.2
H -0.1 0.2 0.2
C -1.2 -0.1 1.1
C -0.7 0.1 -1.4
O 2.3 0.8 0.8
S -1.4 -0.7 0.7
O -1.6 -0.1 0.0
O 0.5 -0.8 -0.4
O 1.0 0.3 -0.7
H 0.1 0.5 -0.1
H 1.0 0.2 -0.2
H 0.0 -0.1 -0.2
H -0.1 -0.1 0.3
C 0.2 0.5 2.3
C -0.6 -1.2 -1.6
O -0.6 0.6 1.2
S -0.1 0.4 -1.3
O 1.1 -1.8 0.3
O 0.1 -0.4 0.4
O -0.9 1.5 -1.0
H 0.7 -0.7 -0.6
H -0.6 0.1 0.2
H 0.1 0.2 -0.1
H 0.2 0.8 0.1
C -0.8 -1.0 -0.8
C 0.3 0.9 1.4
O -0.9 2.5 -0.3
S 2.5 -1.9 1.0
O -0.3 -0.1 -1.1
O -0.8 -0.2 -1.3
O -0.5 0.4 0.8
H 0.2 0.3 0.1
H 0.3 -0.3 0.1
H -0.2 -0.2 0.1
H 0.1 -0.7 -0.1

The following is a quantum chemistry calculation of C22H35BClF2MoN6O4S3 as an isolated structure, from the OMol25 dataset.

Output
Total charge: +1
Lowest unoccupied orbital energy (spin up / spin down): -0.1448 / -0.1295 hartree
HOMO energy (spin up / spin down): -10.87 / -10.99 eV
Multiplicity: 3

Geometry (Å):
1 Mo 0.706 -0.939 1.756
2 C -5.993 -1.606 1.303
3 C -4.532 -1.981 1.457
4 C -3.966 -1.708 2.853
5 C -4.503 -3.437 1.109
6 N -3.744 -1.159 0.453
7 C -4.245 -0.334 -0.545
8 C -3.148 0.220 -1.139
9 N -2.023 -0.276 -0.501
10 B -0.536 0.111 -0.683
11 N 0.203 -0.728 -1.725
12 C -0.244 -1.413 -2.813
13 C 0.884 -1.956 -3.417
14 N 1.958 -1.709 -2.569
15 C 1.505 -1.019 -1.519
16 S 2.369 -0.539 -0.074
17 C 3.391 -1.875 -2.939
18 C 3.514 -2.565 -4.247
19 C 4.041 -0.500 -3.046
20 C 4.120 -2.883 -1.901
21 N -0.159 1.570 -0.718
22 C -0.088 2.450 -1.804
23 C 0.380 3.609 -1.375
24 N 0.574 3.512 -0.009
25 C 0.285 2.268 0.403
26 S 0.288 1.703 2.005
27 C 1.081 4.689 0.782
28 C 0.967 6.015 -0.028
29 C 2.509 4.614 1.314
30 C 0.139 4.811 1.996
31 C -2.401 -1.133 0.422
32 S -1.355 -2.102 1.297
33 H -6.600 -1.789 2.156
34 H -6.482 -2.116 0.434
35 H -6.112 -0.532 1.119
36 H -4.714 -2.061 3.631
37 H -3.530 -0.702 3.042
38 H -3.106 -2.387 3.060
39 H -4.956 -4.008 1.919
40 H -3.505 -3.848 1.077
41 H -5.064 -3.572 0.185
42 H -5.276 -0.084 -0.810
43 H -2.982 0.915 -1.916
44 H -0.189 -0.354 0.374
45 H -1.256 -1.438 -3.056
46 H 0.923 -2.728 -4.228
47 H 2.984 -2.070 -5.067
48 H 3.272 -3.599 -4.358
49 H 4.585 -2.475 -4.517
50 H 3.557 0.110 -3.834
51 H 5.103 -0.519 -3.344
52 H 3.905 -0.054 -2.068
53 H 3.724 -3.872 -1.977
54 H 4.116 -2.593 -0.867
55 H 5.183 -2.812 -2.237
56 H -0.288 2.108 -2.810
57 H 0.485 4.606 -1.830
58 H 1.647 6.057 -0.910
59 H 1.039 6.830 0.746
60 H -0.094 6.107 -0.447
61 H 3.252 4.333 0.539
62 H 2.624 3.932 2.115
63 H 2.754 5.588 1.700
64 H -0.903 4.832 1.797
65 H 0.388 5.788 2.436
66 H 0.354 4.088 2.749
67 O 1.851 -1.970 5.152
68 Cl 1.515 -0.762 4.482
69 O 1.556 0.408 5.313
70 O 0.102 -0.935 3.829
71 O 2.359 -0.600 3.195
72 F 1.350 -3.540 0.542
73 C 1.386 -3.026 1.823
74 F 0.624 -3.821 2.587
75 H 2.445 -3.144 2.179

Atomic forces in eV per Å
Mo 0.4 1.1 -0.5
C -0.6 1.4 -1.5
C -0.4 0.7 0.0
C 0.4 -1.2 1.6
C 0.5 -0.7 0.1
N -0.7 -0.8 0.4
C 0.7 0.9 -0.9
C 0.1 -0.6 0.8
N 0.5 1.2 -1.5
B -0.4 -0.3 -0.4
N 0.1 -0.3 1.2
C 2.9 -0.3 -1.1
C -1.7 -1.1 0.1
N -0.3 0.3 -0.5
C 0.1 0.7 0.4
S -0.1 -0.2 -0.2
C 0.7 -2.0 1.5
C 1.0 0.6 -2.1
C -0.2 0.2 -0.1
C 0.8 2.2 -1.3
N 0.5 0.9 1.0
C -0.2 -1.8 -0.7
C 0.0 2.0 0.2
N 1.1 0.5 -0.2
C -0.8 -0.3 -1.0
S 0.2 -0.8 0.2
C -1.1 0.5 0.7
C -1.9 -0.3 -0.3
C 0.4 -0.5 -1.5
C 1.4 1.6 0.3
C -1.0 0.5 0.0
S 1.1 -1.7 1.2
H -0.2 -0.5 0.9
H 0.5 0.4 0.7
H 0.0 -0.1 0.2
H 0.6 1.0 -0.9
H -0.9 -0.4 -0.2
H -0.7 0.4 -0.3
H -0.4 0.1 -0.1
H 0.4 0.0 -0.4
H 0.3 -0.4 0.0
H 0.5 -0.6 0.6
H -0.4 0.6 -0.6
H 0.4 0.1 0.6
H -1.3 -0.1 -0.6
H 0.1 1.3 0.9
H 0.0 0.3 0.1
H -0.3 -0.8 0.6
H -0.5 -0.2 0.1
H -0.1 -0.3 0.5
H -0.4 -0.4 0.5
H 0.4 0.6 0.0
H -0.2 -0.6 -0.3
H -0.3 0.4 0.4
H -0.7 -0.6 0.3
H -0.1 0.1 0.2
H 0.0 -1.2 -0.1
H -0.1 0.4 1.0
H 0.5 -0.6 -1.3
H 1.3 0.0 0.6
H -0.5 0.3 0.3
H -0.1 -0.9 0.8
H 0.2 0.4 0.0
H -0.9 -0.2 -0.6
H -0.2 -0.2 0.1
H 0.1 -0.5 0.4
O 0.0 1.0 -0.6
Cl -0.7 0.1 0.0
O 0.0 -1.5 -1.4
O 1.6 0.2 0.7
O -1.2 -0.3 1.1
F 0.0 -0.2 -0.1
C 1.3 0.7 -0.3
F -0.6 -0.6 0.5
H -0.7 0.2 -0.2

Energy, respectively: -38447.971, -183746.345, -93497.317 eV.
Relative energy (zero: lowest compared OMol25 entry of this formula, charge and spin), respectively: 276.3, 566.2, 18.9 kJ/mol.